Entry 1:
Below is 16 unconnected molecules or ions with the total composition C66H150N6O30, with properties calculated with wB97M-V/def2-TZVPD.

Summary:
Calculated total energy, eV: -141234.999
Molecular weight, g/mol: 1507.94

Cartesian coordinates (Å):
C1 6.121 -3.005 -5.364
O1 4.787 -3.258 -4.870
C2 3.990 -2.196 -4.929
O2 4.310 -1.116 -5.293
O3 2.803 -2.547 -4.508
C3 1.742 -1.538 -4.733
H1 6.070 -2.282 -6.151
H2 6.579 -3.937 -5.710
H3 6.731 -2.634 -4.507
H4 2.134 -0.592 -4.389
H5 0.886 -1.932 -4.135
H6 1.478 -1.507 -5.818
C4 -4.365 0.065 -5.229
O4 -3.522 0.453 -4.154
C5 -2.232 0.537 -4.330
O5 -1.555 0.035 -5.176
O6 -1.740 1.339 -3.346
C6 -0.267 1.405 -3.265
H7 -3.820 -0.702 -5.826
H8 -4.687 0.917 -5.692
H9 -5.139 -0.429 -4.750
H10 -0.200 1.785 -2.274
H11 0.187 2.115 -3.959
H12 0.236 0.422 -3.342
C7 -0.880 3.637 1.096
O7 -1.876 3.786 0.100
C8 -2.796 4.712 0.356
O8 -2.859 5.502 1.253
O9 -3.736 4.579 -0.538
C9 -4.921 5.401 -0.366
H13 -0.471 4.653 1.400
H14 -0.136 2.955 0.701
H15 -1.406 3.297 1.977
H16 -4.656 6.344 0.093
H17 -5.778 4.894 0.141
H18 -5.182 5.697 -1.417
C10 6.243 1.195 -4.875
O10 6.981 2.257 -4.251
C11 7.936 1.855 -3.474
O11 8.253 0.731 -3.267
O12 8.508 2.975 -2.916
C12 9.604 2.565 -2.043
H19 5.952 1.644 -5.868
H20 5.359 1.079 -4.259
H21 6.929 0.360 -5.141
H22 10.421 2.110 -2.602
H23 9.354 1.899 -1.223
H24 9.939 3.533 -1.660
C13 3.228 4.813 4.096
O13 3.565 3.457 3.690
C14 2.447 2.807 3.293
O14 1.343 3.213 3.298
O15 2.849 1.680 2.831
C15 1.907 0.779 2.288
H25 3.030 5.493 3.227
H26 4.087 5.149 4.739
H27 2.321 4.837 4.721
H28 2.531 -0.041 2.011
H29 1.523 1.147 1.337
H30 1.158 0.592 3.066
C16 -4.632 3.860 -4.109
O16 -4.284 5.200 -4.491
C17 -3.530 5.293 -5.599
O17 -3.245 4.330 -6.283
O18 -3.080 6.545 -5.699
C18 -2.196 6.784 -6.846
H31 -3.765 3.262 -4.103
H32 -5.293 3.396 -4.805
H33 -5.051 3.936 -3.089
H34 -1.459 7.486 -6.480
H35 -2.782 6.981 -7.745
H36 -1.640 5.851 -7.048
C19 -2.758 0.387 0.029
O19 -1.337 0.303 0.363
C20 -0.723 -0.612 -0.370
O20 -1.213 -1.395 -1.142
O21 0.645 -0.461 -0.176
C21 1.401 -1.203 -1.073
H37 -2.820 0.761 -0.980
H38 -3.186 1.043 0.754
H39 -3.156 -0.578 0.151
H40 1.524 -0.753 -2.091
H41 1.032 -2.225 -1.176
H42 2.404 -1.248 -0.603
C22 -1.476 5.673 -2.658
O22 -0.761 6.673 -3.434
C23 0.137 6.182 -4.333
O23 0.202 5.035 -4.688
O24 0.936 7.188 -4.752
C24 1.825 6.773 -5.852
H43 -1.368 4.635 -2.971
H44 -2.542 5.931 -2.614
H45 -0.966 5.682 -1.710
H46 1.730 5.656 -5.974
H47 2.871 6.998 -5.581
H48 1.432 7.137 -6.797
C25 -5.611 -3.154 0.379
O25 -4.960 -3.919 -0.660
C26 -4.272 -3.139 -1.548
O26 -4.232 -1.989 -1.431
O27 -3.635 -3.963 -2.340
C27 -2.633 -3.387 -3.196
H49 -6.027 -3.970 0.957
H50 -6.347 -2.495 -0.055
H51 -4.825 -2.568 0.767
H52 -3.141 -2.624 -3.888
H53 -2.259 -4.243 -3.803
H54 -1.887 -2.854 -2.668
C28 -5.326 0.917 8.146
O28 -4.906 1.985 7.261
C29 -3.829 2.650 7.725
O29 -3.232 2.596 8.799
O30 -3.560 3.492 6.683
C30 -2.408 4.399 7.000
H55 -6.331 0.696 7.804
H56 -5.260 1.243 9.198
H57 -4.710 0.017 8.005
H58 -2.415 4.997 6.094
H59 -1.627 3.695 7.196
H60 -2.698 5.078 7.848
C31 -1.542 -0.142 4.092
C32 -0.401 -0.772 4.811
N1 0.346 0.119 5.691
C33 -0.569 0.745 6.695
C34 -1.457 -0.067 7.564
C35 1.445 -0.618 6.338
C36 2.603 -0.985 5.524
H61 -1.989 -0.788 3.317
H62 -1.207 0.776 3.536
H63 -2.339 0.167 4.778
H64 -0.724 -1.713 5.344
H65 0.337 -1.216 4.097
H66 0.138 1.438 7.242
H67 -1.247 1.475 6.221
H68 -2.296 -0.479 6.899
H69 -1.050 -0.926 8.122
H70 -1.997 0.542 8.265
H71 1.033 -1.531 6.854
H72 1.776 0.029 7.166
H73 3.304 -1.530 6.144
H74 3.144 -0.120 5.110
H75 2.467 -1.721 4.724
C37 3.028 3.021 -4.012
C38 2.921 2.403 -2.605
N2 3.073 3.399 -1.533
C39 1.947 4.309 -1.495
C40 2.240 5.654 -0.994
C41 3.467 2.865 -0.253
C42 4.927 3.091 0.119
H76 2.345 3.795 -4.173
H77 3.008 2.190 -4.800
H78 4.017 3.471 -4.059
H79 1.969 1.862 -2.558
H80 3.709 1.655 -2.497
H81 1.637 4.420 -2.514
H82 1.123 3.909 -0.846
H83 2.972 6.067 -1.635
H84 1.296 6.261 -1.046
H85 2.533 5.728 0.066
H86 3.183 1.813 -0.199
H87 2.873 3.272 0.533
H88 5.085 4.154 0.291
H89 5.560 2.647 -0.654
H90 5.067 2.514 1.047
C43 -6.304 -0.381 3.562
C44 -6.604 0.549 2.413
N3 -5.430 1.383 2.146
C45 -5.555 2.086 0.869
C46 -5.920 1.176 -0.348
C47 -5.198 2.337 3.246
C48 -4.091 3.314 2.947
H91 -6.397 0.164 4.513
H92 -5.342 -0.840 3.392
H93 -7.055 -1.105 3.551
H94 -6.742 -0.108 1.572
H95 -7.460 1.207 2.703
H96 -6.362 2.902 0.820
H97 -4.608 2.495 0.608
H98 -5.863 1.709 -1.302
H99 -5.313 0.303 -0.429
H100 -6.983 0.921 -0.230
H101 -4.813 1.740 4.135
H102 -6.087 2.894 3.492
H103 -3.785 3.653 3.988
H104 -4.321 4.163 2.345
H105 -3.283 2.736 2.549
C49 1.675 -8.111 -3.139
C50 0.329 -8.450 -2.548
N4 -0.117 -7.549 -1.538
C51 -0.736 -6.329 -2.050
C52 -0.436 -5.155 -1.128
C53 -0.947 -8.120 -0.458
C54 -2.339 -8.715 -0.833
H106 2.036 -8.946 -3.710
H107 2.381 -7.992 -2.334
H108 1.609 -7.283 -3.864
H109 -0.403 -8.509 -3.397
H110 0.405 -9.460 -2.153
H111 -1.795 -6.442 -2.215
H112 -0.148 -6.015 -2.955
H113 0.611 -4.966 -1.110
H114 -0.553 -5.522 -0.064
H115 -1.108 -4.332 -1.279
H116 -0.422 -8.936 0.027
H117 -1.090 -7.381 0.339
H118 -3.050 -8.078 -0.359
H119 -2.491 -8.740 -1.855
H120 -2.396 -9.740 -0.402
C55 5.295 -0.292 -1.435
C56 5.851 -1.131 -0.353
N5 5.003 -2.242 0.022
C57 5.190 -2.724 1.329
C58 4.515 -1.997 2.467
C59 5.046 -3.198 -1.030
C60 4.080 -4.287 -1.028
H121 5.439 -0.796 -2.368
H122 5.820 0.643 -1.604
H123 4.269 -0.040 -1.260
H124 6.881 -1.386 -0.564
H125 5.953 -0.544 0.555
H126 4.974 -3.812 1.445
H127 6.291 -2.664 1.483
H128 4.785 -2.518 3.360
H129 4.776 -0.912 2.622
H130 3.431 -2.020 2.350
H131 6.087 -3.561 -1.083
H132 4.913 -2.718 -2.026
H133 4.279 -4.905 -1.918
H134 3.053 -3.920 -1.067
H135 4.227 -4.873 -0.136
C61 0.463 -2.943 1.980
C62 -0.805 -3.629 2.383
N6 -0.772 -5.072 2.412
C63 -1.912 -5.634 3.166
C64 -3.312 -5.310 2.454
C65 0.384 -5.662 3.093
C66 1.528 -5.933 2.119
H136 0.669 -3.097 0.876
H137 1.322 -3.253 2.580
H138 0.366 -1.923 2.189
H139 -1.115 -3.290 3.422
H140 -1.623 -3.320 1.750
H141 -1.781 -6.710 3.122
H142 -1.812 -5.344 4.209
H143 -3.481 -4.255 2.384
H144 -3.431 -5.798 1.459
H145 -4.087 -5.746 3.118
H146 0.023 -6.680 3.345
H147 0.669 -5.075 3.934
H148 1.754 -5.060 1.533
H149 1.159 -6.722 1.427
H150 2.336 -6.303 2.691

Cartesian forces (eV/Å) of the 6 atoms listed first:
0.4951 -0.2729 1.3899
0.6425 -0.5014 -0.3232
0.0524 -1.2980 0.4001
0.5183 2.0307 -0.7564
-1.7932 0.1639 0.0297
0.0269 -1.4282 -0.0689


Entry 2:
Below is 11 unconnected molecules or ions with the total composition C66H165N11, with properties calculated with wB97M-V/def2-TZVPD.

Summary:
Energy relative to the best compared isomer or geometry (same formula, charge and spin), kcal/mol: 115.4
Calculated total energy, eV: -87502.407
Molecular weight, g/mol: 1113.12

Cartesian coordinates (Å):
C1 5.365 4.925 -1.947
C2 5.871 4.880 -0.542
N1 5.572 3.647 0.251
C3 6.501 2.548 -0.132
C4 6.015 1.215 0.119
C5 5.561 3.886 1.653
C6 4.294 4.562 2.233
H1 4.305 5.174 -2.035
H2 5.524 3.953 -2.370
H3 5.916 5.601 -2.572
H4 6.965 5.093 -0.521
H5 5.461 5.745 -0.019
H6 6.809 2.754 -1.187
H7 7.451 2.642 0.484
H8 5.249 1.041 -0.620
H9 6.824 0.446 -0.041
H10 5.664 1.096 1.114
H11 6.414 4.427 1.919
H12 5.615 2.887 2.072
H13 3.409 3.916 2.300
H14 4.007 5.443 1.599
H15 4.379 4.907 3.316
C7 2.259 -4.773 0.266
C8 2.762 -5.166 1.634
N2 1.829 -5.870 2.408
C9 1.612 -7.252 2.041
C10 0.159 -7.582 2.205
C11 2.041 -5.813 3.832
C12 1.735 -4.377 4.368
H16 1.998 -5.655 -0.230
H17 3.095 -4.364 -0.349
H18 1.532 -3.979 0.385
H19 3.712 -5.785 1.501
H20 2.991 -4.178 2.114
H21 1.944 -7.439 1.032
H22 2.323 -7.891 2.669
H23 -0.087 -7.476 3.231
H24 -0.475 -6.956 1.594
H25 0.020 -8.687 1.977
H26 3.083 -6.015 3.971
H27 1.411 -6.513 4.408
H28 2.341 -3.615 3.917
H29 1.787 -4.396 5.441
H30 0.707 -4.092 4.050
C13 -2.072 0.228 6.261
C14 -3.092 -0.737 5.685
N3 -4.264 -0.022 5.135
C15 -4.007 0.861 3.995
C16 -5.317 0.981 3.179
C17 -5.174 0.466 6.209
C18 -5.834 -0.714 6.957
H31 -2.525 0.799 7.107
H32 -1.611 1.025 5.566
H33 -1.223 -0.291 6.757
H34 -2.626 -1.321 4.894
H35 -3.351 -1.421 6.498
H36 -3.543 1.783 4.220
H37 -3.211 0.362 3.408
H38 -5.424 0.188 2.494
H39 -6.269 1.041 3.747
H40 -5.379 1.854 2.545
H41 -6.013 1.054 5.783
H42 -4.618 1.081 6.920
H43 -5.212 -1.204 7.719
H44 -6.227 -1.475 6.271
H45 -6.668 -0.226 7.544
C19 -5.747 2.393 -3.062
C20 -5.558 2.463 -1.612
N4 -5.673 3.858 -1.219
C21 -5.295 3.993 0.215
C22 -3.729 3.879 0.391
C23 -7.017 4.389 -1.498
C24 -8.160 3.507 -0.975
H46 -6.766 2.646 -3.277
H47 -5.648 1.341 -3.483
H48 -5.088 3.099 -3.557
H49 -6.339 1.864 -1.109
H50 -4.674 2.028 -1.152
H51 -5.882 3.307 0.822
H52 -5.573 5.000 0.543
H53 -3.234 4.330 -0.429
H54 -3.351 2.836 0.441
H55 -3.450 4.249 1.394
H56 -7.083 5.295 -0.929
H57 -7.175 4.640 -2.561
H58 -9.170 4.013 -1.053
H59 -8.200 2.514 -1.440
H60 -8.075 3.419 0.107
C25 1.282 -6.713 -5.276
C26 0.844 -5.831 -4.124
N5 -0.312 -6.264 -3.370
C27 -0.086 -7.402 -2.539
C28 -1.372 -8.066 -2.006
C29 -0.765 -5.110 -2.577
C30 -1.409 -3.993 -3.462
H61 1.896 -7.591 -5.017
H62 1.861 -6.025 -5.972
H63 0.468 -7.081 -5.854
H64 1.761 -5.757 -3.486
H65 0.644 -4.837 -4.511
H66 0.415 -8.163 -3.121
H67 0.523 -7.240 -1.655
H68 -1.139 -8.940 -1.338
H69 -2.017 -7.429 -1.398
H70 -1.926 -8.323 -2.901
H71 0.065 -4.730 -1.951
H72 -1.535 -5.472 -1.889
H73 -2.178 -3.424 -2.901
H74 -1.911 -4.416 -4.350
H75 -0.654 -3.243 -3.831
C31 -2.373 -0.576 -0.925
C32 -1.506 -0.153 0.268
N6 -0.228 0.318 -0.181
C33 0.212 1.440 0.571
C34 1.606 1.935 0.250
C35 0.826 -0.677 -0.375
C36 1.308 -1.283 0.929
H76 -1.920 -1.169 -1.658
H77 -2.723 0.285 -1.527
H78 -3.254 -1.116 -0.563
H79 -2.037 0.692 0.756
H80 -1.553 -0.945 1.027
H81 -0.531 2.201 0.283
H82 0.146 1.212 1.690
H83 1.668 2.943 0.679
H84 2.417 1.272 0.619
H85 1.717 2.062 -0.813
H86 1.685 -0.280 -0.927
H87 0.387 -1.522 -0.926
H88 1.772 -0.544 1.581
H89 2.028 -2.087 0.827
H90 0.516 -1.743 1.586
C37 8.026 2.520 -4.918
C38 6.502 2.472 -5.091
N7 5.883 1.931 -3.894
C39 4.414 1.902 -4.109
C40 3.553 1.562 -2.951
C41 6.502 0.718 -3.362
C42 6.489 -0.463 -4.230
H91 8.388 3.181 -5.677
H92 8.551 1.548 -5.045
H93 8.333 2.834 -3.910
H94 6.160 3.480 -5.237
H95 6.084 1.965 -6.009
H96 4.243 2.993 -4.487
H97 4.062 1.202 -4.862
H98 3.680 0.468 -2.761
H99 3.821 2.203 -2.105
H100 2.482 1.660 -3.175
H101 5.947 0.415 -2.468
H102 7.525 0.983 -3.073
H103 5.432 -0.619 -4.586
H104 6.823 -1.283 -3.669
H105 7.105 -0.400 -5.129
C43 2.411 4.779 6.442
C44 1.092 4.462 5.772
N8 1.134 3.369 4.804
C45 1.221 2.078 5.450
C46 1.609 0.940 4.556
C47 -0.062 3.490 3.975
C48 0.015 4.620 2.975
H106 3.277 4.566 5.771
H107 2.689 4.037 7.229
H108 2.514 5.758 6.874
H109 0.309 4.164 6.479
H110 0.819 5.363 5.257
H111 0.273 1.896 6.025
H112 1.977 2.086 6.252
H113 1.731 0.036 5.141
H114 2.592 1.155 4.151
H115 0.873 0.752 3.767
H116 -0.196 2.532 3.442
H117 -0.951 3.460 4.637
H118 0.828 5.301 3.259
H119 0.299 4.306 1.947
H120 -0.918 5.167 2.782
C49 -1.705 3.038 -2.868
C50 -0.717 4.117 -2.467
N9 -1.342 5.320 -1.866
C51 -1.895 6.331 -2.830
C52 -2.879 7.210 -2.201
C53 -0.592 5.830 -0.710
C54 0.828 6.326 -1.038
H121 -1.326 2.413 -3.656
H122 -2.597 3.513 -3.189
H123 -1.944 2.326 -2.001
H124 0.048 3.809 -1.758
H125 -0.159 4.358 -3.362
H126 -1.142 7.033 -3.293
H127 -2.350 5.733 -3.578
H128 -2.397 7.835 -1.383
H129 -3.376 7.900 -2.937
H130 -3.738 6.633 -1.834
H131 -0.526 5.035 0.061
H132 -1.161 6.623 -0.213
H133 1.419 5.563 -1.510
H134 1.355 6.733 -0.146
H135 0.749 7.089 -1.802
C55 -4.329 -6.188 5.260
C56 -3.943 -6.738 3.862
N10 -4.113 -5.844 2.776
C57 -3.546 -6.321 1.556
C58 -4.403 -5.899 0.302
C59 -3.623 -4.514 3.044
C60 -2.169 -4.295 3.468
H136 -4.515 -7.039 5.913
H137 -5.264 -5.653 5.111
H138 -3.596 -5.540 5.630
H139 -2.944 -7.190 3.941
H140 -4.630 -7.631 3.677
H141 -2.483 -5.959 1.468
H142 -3.497 -7.379 1.536
H143 -5.351 -6.438 0.399
H144 -4.595 -4.824 0.182
H145 -3.872 -6.149 -0.607
H146 -4.315 -3.999 3.774
H147 -3.837 -4.019 2.100
H148 -1.434 -5.008 3.103
H149 -1.990 -4.273 4.565
H150 -1.797 -3.323 3.162
C61 1.071 2.305 -5.568
C62 1.307 0.905 -6.063
N11 1.292 -0.136 -5.061
C63 1.511 -1.424 -5.686
C64 2.891 -1.609 -6.172
C65 0.121 -0.115 -4.126
C66 -1.275 -0.238 -4.598
H151 1.630 2.547 -4.677
H152 0.041 2.402 -5.263
H153 1.247 3.098 -6.297
H154 0.675 0.684 -6.951
H155 2.308 0.838 -6.515
H156 1.224 -2.235 -5.048
H157 0.880 -1.612 -6.584
H158 3.113 -0.915 -6.971
H159 3.563 -1.497 -5.282
H160 3.049 -2.637 -6.665
H161 0.237 0.815 -3.532
H162 0.235 -0.946 -3.393
H163 -1.532 0.574 -5.226
H164 -1.989 -0.220 -3.712
H165 -1.467 -1.218 -5.120

Cartesian forces (eV/Å) of the 6 atoms listed first:
-0.4722 -0.6739 -0.2517
0.5887 0.4052 1.4948
-0.2813 0.2813 -2.5700
2.2539 3.3327 0.3382
0.1963 -2.3730 -1.2104
-1.9914 -1.0714 0.7423